No. 1
61
Properties=species:S:1:pos:R:3 method="wB97M-V/def2-TZVPD" molar_mass_g_mol=749.26 homo_ev="-10.99 / -11.05" multiplicity=5 e_above_lowest_ev=0.000 charge=+1 orbital_gap_ev="7.1 / 4.6"
Os -0.63 0.32 -0.07
O 0.01 -5.24 -4.06
C -0.17 -5.43 -2.88
O -0.30 -6.30 -2.04
C -0.09 -3.97 -2.10
C -0.22 -3.93 -0.73
C -0.26 -2.69 -0.11
N -0.21 -1.56 -0.84
C 0.02 -1.61 -2.17
C 0.08 -2.82 -2.84
C 0.25 -0.30 -2.80
C 0.37 -0.12 -4.17
C 0.63 1.15 -4.66
C 0.80 2.20 -3.76
C 0.65 1.95 -2.41
N 0.37 0.73 -1.94
C -0.31 -2.50 1.35
C -0.60 -3.52 2.25
C -0.66 -3.23 3.60
C -0.42 -1.93 4.02
C -0.10 -0.98 3.07
N -0.05 -1.26 1.77
H -0.29 -4.85 -0.16
H 0.24 -2.88 -3.90
H 0.23 -0.95 -4.84
H 0.71 1.32 -5.72
H 1.02 3.20 -4.10
H 0.76 2.74 -1.69
H -0.80 -4.53 1.90
H -0.91 -4.01 4.31
H -0.48 -1.66 5.07
H 0.11 0.05 3.34
C -6.45 4.42 3.22
C -5.34 4.13 2.26
C -4.29 5.02 2.08
C -3.26 4.73 1.19
C -3.30 3.55 0.48
C -4.36 2.66 0.61
C -5.37 2.95 1.50
S -1.93 3.11 -0.54
O -1.25 4.29 -0.98
O -2.32 2.12 -1.52
N -0.90 2.22 0.45
C 0.25 2.71 1.04
C 0.52 4.03 1.43
C 1.75 4.29 1.99
C 2.68 3.27 2.15
C 2.33 2.00 1.73
N 1.15 1.73 1.20
H -6.22 5.28 3.86
H -6.65 3.56 3.86
H -7.37 4.65 2.68
H -4.27 5.95 2.63
H -2.45 5.43 1.04
H -4.39 1.78 -0.01
H -6.20 2.26 1.61
H -0.22 4.80 1.27
H 2.00 5.30 2.30
H 3.65 3.46 2.59
H 3.02 1.17 1.82
Cl -2.60 -0.31 0.81

No. 2
93
Properties=species:S:1:pos:R:3 method="wB97M-V/def2-TZVPD" molar_mass_g_mol=952.85 homo_ev=-14.47 charge=+3 orbital_gap_ev=7.1
Y 0.19 -0.41 -0.75
C -2.30 -4.44 -1.72
C -2.71 -3.36 -2.70
S -1.79 -1.76 -2.60
C -0.68 -1.90 -4.05
C 0.44 -2.90 -3.90
S 1.48 -2.62 -2.40
C 1.67 -4.35 -1.80
C 0.47 -4.98 -1.12
S -0.89 -5.47 -2.26
H -3.13 -5.14 -1.62
H -2.07 -4.04 -0.73
H -3.75 -3.07 -2.51
H -2.63 -3.71 -3.73
H -0.31 -0.89 -4.20
H -1.30 -2.18 -4.90
H 1.11 -2.82 -4.76
H 0.06 -3.92 -3.83
H 2.50 -4.29 -1.10
H 1.98 -4.94 -2.66
H 0.06 -4.32 -0.34
H 0.80 -5.91 -0.66
N 4.61 0.01 0.63
C 4.34 -0.63 1.82
C 5.14 -0.90 2.92
C 4.56 -1.61 3.95
C 3.24 -2.06 3.86
C 2.44 -1.79 2.77
C 2.98 -1.02 1.74
N 2.46 -0.58 0.53
C 3.48 0.00 -0.11
C 3.41 0.48 -1.46
C 4.46 0.75 -2.31
S 3.90 1.17 -3.86
C 2.30 0.97 -3.30
N 2.18 0.62 -2.05
H 5.50 0.37 0.35
H 6.17 -0.59 2.96
H 5.14 -1.85 4.83
H 2.84 -2.65 4.67
H 1.45 -2.19 2.71
H 5.52 0.69 -2.11
H 1.45 1.14 -3.93
C -1.00 4.12 2.14
C -0.89 2.67 1.63
N 0.45 2.41 1.09
C 1.42 2.52 2.18
C 1.32 3.90 2.87
N 0.36 4.72 2.10
C 0.79 4.83 0.68
C 0.77 3.41 0.08
H -1.38 4.15 3.16
H -1.65 4.72 1.51
H -1.62 2.47 0.84
H -1.07 1.97 2.44
H 2.42 2.36 1.77
H 1.23 1.72 2.90
H 2.29 4.40 2.89
H 0.96 3.81 3.89
H 0.32 5.66 2.51
H 1.80 5.26 0.66
H 0.12 5.51 0.15
H 1.74 3.16 -0.35
H 0.03 3.34 -0.72
I -4.85 5.82 -5.00
C -3.73 4.32 -4.02
C -2.60 3.80 -4.62
C -1.88 2.81 -3.99
C -2.27 2.34 -2.73
C -3.42 2.87 -2.13
C -4.15 3.85 -2.78
C -1.44 1.36 -2.03
O -1.59 1.10 -0.79
O -0.50 0.77 -2.65
H -2.29 4.16 -5.59
H -1.01 2.38 -4.46
H -3.75 2.48 -1.18
H -5.04 4.25 -2.32
N -4.05 -3.41 4.95
C -2.95 -2.64 4.93
O -2.34 -2.29 5.91
C -2.45 -2.17 3.58
C -1.27 -1.42 3.61
C -0.70 -0.97 2.43
N -1.21 -1.23 1.22
C -2.37 -1.89 1.19
C -3.02 -2.36 2.33
H -4.37 -3.70 5.86
H -4.55 -3.73 4.15
H -0.81 -1.23 4.57
H 0.21 -0.38 2.45
H -2.82 -2.02 0.22
H -3.96 -2.88 2.21

No. 3
74
Properties=species:S:1:pos:R:3 method="wB97M-V/def2-TZVPD" molar_mass_g_mol=783.60 homo_ev="-12.24 / -12.24" multiplicity=5 charge=+2 orbital_gap_ev="7.3 / 7.4"
Ho -0.20 -0.12 -0.27
C -4.84 -0.23 -2.50
N -4.29 0.87 -1.75
C -5.16 2.04 -1.78
C -3.20 0.79 -1.05
O -2.47 -0.21 -0.97
C -2.81 2.02 -0.13
O -1.80 1.58 0.79
C -2.09 1.62 2.14
C -1.56 0.25 2.66
O -0.85 -0.45 1.91
N -1.86 -0.08 3.89
C -2.81 0.74 4.71
C -1.67 -1.39 4.44
H -5.88 -0.24 -2.34
H -4.54 -1.24 -2.21
H -4.59 -0.10 -3.56
H -5.56 2.29 -2.76
H -4.63 2.98 -1.47
H -6.09 1.81 -1.22
H -3.70 2.46 0.40
H -2.40 2.84 -0.74
H -3.19 1.64 2.33
H -1.67 2.57 2.57
H -3.69 1.01 4.12
H -2.35 1.59 5.13
H -3.10 0.08 5.54
H -1.18 -1.35 5.42
H -1.08 -1.94 3.74
H -2.59 -1.98 4.50
F 5.06 2.08 -4.42
C 3.81 2.01 -3.95
C 3.36 0.92 -3.23
F 4.13 -0.15 -3.07
C 2.07 0.92 -2.79
F 1.62 -0.18 -2.07
C 1.18 1.98 -2.92
S -0.45 1.95 -2.36
C 1.68 3.08 -3.61
F 0.93 4.12 -3.77
C 2.95 3.08 -4.16
F 3.37 4.12 -4.84
C 4.07 -1.29 2.86
C 2.88 -0.38 2.60
S 3.08 0.60 1.05
O 1.62 0.85 0.64
C 3.72 2.10 1.73
C 2.71 2.79 2.67
H 3.88 -1.97 3.70
H 4.96 -0.71 3.18
H 4.29 -1.81 1.94
H 2.62 0.31 3.44
H 2.06 -1.02 2.25
H 4.08 2.76 0.93
H 4.60 1.77 2.34
H 1.80 3.04 2.13
H 3.20 3.69 3.07
H 2.47 2.16 3.51
C 1.71 -4.92 0.13
N 1.10 -4.08 -0.97
C 1.09 -4.53 -2.24
C 0.53 -3.79 -3.25
C -0.15 -2.57 -2.89
N -0.14 -2.17 -1.62
C 0.52 -2.88 -0.67
O 0.75 -2.31 0.43
N -0.81 -1.72 -3.71
H 1.70 -4.32 1.00
H 2.71 -5.16 -0.13
H 1.04 -5.75 0.28
H 1.60 -5.45 -2.45
H 0.52 -4.27 -4.25
H -0.83 -1.85 -4.74
H -1.24 -0.92 -3.30

No. 4
66
Properties=species:S:1:pos:R:3 method="wB97M-V/def2-TZVPD" molar_mass_g_mol=534.50 homo_ev=-11.80 e_above_lowest_ev=0.256 charge=+1 orbital_gap_ev=7.2
C -13.20 -28.98 20.02
C -14.55 -29.78 19.74
O -14.57 -30.43 18.64
N -15.67 -29.89 20.77
H -15.77 -30.83 21.07
H -15.47 -29.50 21.65
C -16.92 -29.48 20.11
H -12.45 -29.64 20.28
H -13.10 -28.31 20.76
H -12.88 -28.20 19.29
H -17.06 -28.48 19.91
H -17.72 -29.57 20.84
H -17.08 -29.87 19.16
C -14.40 -31.53 27.56
C -13.34 -31.66 26.50
O -12.50 -32.57 26.54
N -13.35 -30.78 25.27
H -13.45 -31.54 24.40
H -14.07 -30.06 25.31
C -11.98 -30.08 25.04
H -15.28 -31.20 27.04
H -13.97 -30.89 28.32
H -14.43 -32.48 27.93
H -11.90 -29.52 24.02
H -11.02 -30.78 25.08
H -11.81 -29.24 25.78
N -15.39 -28.72 23.62
O -15.58 -28.83 24.85
O -16.27 -28.00 22.99
O -14.40 -29.19 23.03
C -17.59 -23.64 26.69
C -18.11 -24.56 27.73
C -18.06 -26.04 27.25
O -18.45 -26.97 28.10
C -17.51 -26.39 26.00
C -16.95 -25.49 25.08
C -16.89 -23.98 25.40
O -16.36 -23.16 24.69
H -17.89 -22.54 26.98
H -18.77 -24.11 28.63
H -17.27 -27.61 25.78
H -16.47 -25.84 23.98
C -16.71 -23.32 18.98
C -15.42 -24.26 18.68
C -15.08 -25.16 19.76
O -14.18 -25.94 19.67
C -16.07 -25.30 20.93
C -17.28 -24.50 21.10
C -17.57 -23.46 20.10
O -18.42 -22.72 20.34
H -16.89 -22.57 18.09
H -14.81 -24.33 17.75
H -15.81 -26.17 21.59
H -17.92 -24.67 22.10
C -10.13 -25.53 23.05
C -9.79 -25.11 24.52
C -10.91 -25.45 25.57
O -10.71 -25.24 26.79
C -12.15 -26.01 25.04
C -12.37 -26.46 23.68
C -11.38 -26.19 22.64
O -11.54 -26.56 21.46
H -9.56 -25.20 22.26
H -8.97 -24.54 24.75
H -12.87 -25.90 25.80
H -13.24 -27.14 23.54

No. 5
51
Properties=species:S:1:pos:R:3 method="wB97M-V/def2-TZVPD" molar_mass_g_mol=300.42 homo_ev=-12.42 smiles=CCOCCOc1nn(CCC(C)C)c(CCCCO)[nH+]1 e_above_lowest_ev=0.000 charge=+1 orbital_gap_ev=10.1
C 5.24 -0.04 2.31
C 5.54 0.61 0.96
O 4.95 1.90 0.82
C 3.55 1.90 0.74
C 3.17 2.51 -0.60
O 1.76 2.85 -0.64
C 0.93 1.88 -0.85
N 1.17 0.62 -1.03
N -0.07 0.08 -1.24
C -0.20 -1.37 -1.45
C -0.52 -2.08 -0.13
C -0.51 -3.61 -0.26
C -1.03 -4.21 1.04
C -1.37 -4.10 -1.44
C -1.02 0.97 -1.17
C -2.47 0.73 -1.38
C -3.35 1.96 -1.15
C -3.32 2.47 0.31
C -4.57 2.14 1.13
O -4.25 1.01 1.94
N -0.41 2.14 -0.93
H 4.27 -0.54 2.29
H 5.99 -0.79 2.54
H 5.20 0.72 3.09
H 6.61 0.78 0.88
H 5.24 -0.04 0.14
H 3.12 0.91 0.84
H 3.12 2.53 1.53
H 3.42 1.86 -1.45
H 3.69 3.45 -0.74
H 0.77 -1.70 -1.81
H -0.97 -1.51 -2.20
H -1.49 -1.76 0.25
H 0.23 -1.75 0.59
H 0.53 -3.90 -0.42
H -0.46 -3.85 1.90
H -0.97 -5.30 1.02
H -2.06 -3.90 1.19
H -2.19 -3.40 -1.63
H -0.78 -4.14 -2.36
H -1.81 -5.06 -1.23
H -2.81 -0.09 -0.74
H -2.59 0.38 -2.41
H -3.10 2.75 -1.86
H -4.37 1.66 -1.39
H -2.47 2.03 0.84
H -3.21 3.56 0.30
H -4.86 2.99 1.74
H -5.41 1.90 0.47
H -5.01 0.80 2.49
H -0.87 3.03 -0.81

No. 6
19
Properties=species:S:1:pos:R:3 method="wB97M-V/def2-TZVPD" molar_mass_g_mol=117.15 homo_ev=-8.94 e_above_lowest_ev=2.698 orbital_gap_ev=9.8
H 0.59 0.95 1.99
N 0.63 0.24 1.27
C 1.00 0.65 0.14
C 1.74 1.89 -0.25
O 0.94 -0.30 -1.02
C 0.96 -1.69 -0.73
H 2.77 1.80 0.10
H 1.33 2.76 0.26
H 1.73 2.04 -1.33
H 1.14 -1.93 0.31
H -0.05 -2.03 -0.97
H 1.69 -2.16 -1.38
C -2.23 -0.73 0.72
C -1.97 0.24 -0.40
O -2.66 1.21 -0.63
H -2.96 -0.35 1.43
H -2.49 -1.70 0.31
H -1.28 -0.88 1.24
H -0.88 -0.02 -1.05

No. 7
65
Properties=species:S:1:pos:R:3 method="wB97M-V/def2-TZVPD" molar_mass_g_mol=617.76 homo_ev="-3.21 / -7.67" multiplicity=5 e_above_lowest_ev=0.000 orbital_gap_ev="3.2 / 4.2"
O 0.39 0.22 -7.57
C 0.30 1.56 -8.17
C 0.13 1.01 -9.59
H 1.22 2.14 -8.00
H -0.56 2.11 -7.78
C 0.26 -0.38 -8.90
H 0.94 1.23 -10.28
H -0.84 1.18 -10.05
C 1.54 -1.08 -9.28
H 2.37 -0.36 -9.22
H 1.48 -1.46 -10.32
H 1.73 -1.93 -8.62
C -0.96 -1.28 -9.02
H -1.89 -0.74 -8.75
H -0.86 -2.17 -8.39
H -1.06 -1.62 -10.06
Ir -0.53 -0.92 0.25
C -2.43 -0.70 1.23
C -1.77 0.59 1.32
C -1.56 1.08 -0.01
H -1.50 1.07 2.25
C -2.09 0.12 -0.94
C -2.63 -0.99 -0.18
H -3.10 -1.87 -0.58
H -2.71 -1.35 2.05
H -1.06 2.01 -0.27
H -2.10 0.19 -2.02
C 0.91 -1.87 1.57
C 0.36 -2.83 0.63
C 0.73 -2.42 -0.69
H -0.23 -3.70 0.89
C 1.51 -1.21 -0.58
C 1.64 -0.89 0.81
H 2.18 -0.04 1.22
H 0.78 -1.90 2.65
H 0.46 -2.93 -1.62
H 1.90 -0.64 -1.42
O 1.01 0.80 -2.94
C 0.24 0.01 -3.87
C -0.28 0.95 -4.95
H -0.58 -0.55 -3.38
H 0.92 -0.72 -4.31
C 0.57 2.23 -4.78
H -1.33 1.18 -4.81
H -0.12 0.47 -5.90
C 0.78 2.19 -3.28
H 0.09 3.13 -5.15
H 1.53 2.08 -5.29
H -0.15 2.54 -2.78
H 1.62 2.79 -2.90
O 2.67 4.00 2.45
C 2.63 3.59 3.66
C 3.36 4.27 4.71
C 3.29 3.83 6.02
C 2.51 2.71 6.37
C 1.82 2.01 5.37
C 1.86 2.42 4.04
C 1.11 1.65 3.01
O 0.40 0.70 3.32
O 1.26 2.06 1.75
H 1.85 2.92 1.79
H 3.96 5.14 4.41
H 3.85 4.37 6.79
H 2.46 2.39 7.41
H 1.22 1.13 5.62